[1]
Formula: C12H14Br2Cl2F3N3O5
Source: OMol25
Level of theory: ωB97M-V with the def2-TZVPD basis set

Calculated values
HOMO ... -8.37 eV
E ... -7373.3879 hartree
LUMO ... -2.6 eV
Total charge ... 0
Kohn-Sham gap ... 5.733 eV

Each line ends with the Löwdin charge.
CARTESIAN COORDINATES (ANGSTROEM)
C1 3.47157 1.06271 2.74919  -0.032
C2 3.83086 0.95713 1.15445  -0.261
O1 4.47851 2.03197 0.62252  -0.022
N1 3.57108 -0.18896 0.22305  -0.145
C3 4.12763 -1.50656 0.66582  -0.090
C4 2.13364 -0.26183 -0.26885  -0.101
C5 1.01712 -0.81572 0.73888  -0.011
C6 1.12734 -1.34109 2.27535  -0.072
C7 -0.43728 -0.75129 0.01067  -0.004
C8 -1.86495 -1.18468 0.70436  -0.151
C9 -3.13295 -0.25176 0.24684  -0.159
C10 -3.02982 1.32583 0.67755  -0.660
F1 -2.10219 2.14236 -0.14100  -0.141
Br1 -2.58572 1.64818 2.60134  0.757
C11 -4.54484 1.99157 0.43432  -0.625
F2 -5.34321 1.27114 -0.58407  -0.052
F3 -5.35287 2.04801 1.68942  -0.120
Br2 -4.36522 3.92101 -0.18892  0.745
C12 -0.40267 -0.17380 -1.48128  0.040
N2 0.70639 0.26841 -2.32786  0.108
N3 1.84828 0.17535 -1.63080  -0.444
Cl1 3.23813 0.69785 -2.58809  0.765
H1 3.65717 0.06206 3.35693  0.085
H2 2.29296 1.24281 2.81237  0.089
H3 3.95365 2.01327 3.26824  0.114
H4 5.24598 -1.59112 0.25873  0.122
H5 4.20614 -1.63805 1.83863  0.092
H6 3.52835 -2.36362 0.13574  0.122
H7 0.82350 -0.44754 2.99565  0.101
H8 0.35800 -2.22446 2.47250  0.109
H9 2.17112 -1.72724 2.62363  0.070
H10 -1.75876 -1.10756 1.88704  0.096
H11 -2.16270 -2.30727 0.48257  0.147
H12 -4.10201 -0.69320 0.78270  0.157
H13 -3.36580 -0.33714 -0.91890  0.154
H14 -1.47208 -0.08490 -2.00951  0.102
O2 -2.89183 -1.47133 -5.22902  -0.369
Cl2 -1.95290 -0.37240 -5.11387  0.665
O3 -1.62912 -0.15760 -3.71686  -0.454
O4 -2.54735 0.83083 -5.66268  -0.361
O5 -0.74313 -0.69139 -5.84678  -0.367

=====

[2]
Formula: C12H14Br4CuN2
Source: OMol25
Level of theory: ωB97M-V with the def2-TZVPD basis set

Calculated values
HOMO (spin up / spin down) ... -7.02 / -6.86 eV
⟨S²⟩ ... 0.764
2S+1 ... 2
E ... -12511.6215 hartree
LUMO (spin up / spin down) ... -3.7 / -3.7 eV
Total charge ... 0
Kohn-Sham gap (spin up / spin down) ... 3.336 / 3.179 eV

Each line ends with the Löwdin charge.
CARTESIAN COORDINATES (ANGSTROEM)
Cu1 1.80786 4.31872 2.95405  -0.295
C1 -2.96771 -5.04695 -0.31529  0.039
N1 -2.15272 -3.81908 -0.29408  -0.101
C2 -2.64659 -2.77039 -1.02773  0.054
C3 -1.91687 -1.55648 -1.02775  0.048
C4 -0.73887 -1.45646 -0.34510  -0.109
C5 -0.34855 -2.50792 0.49315  0.071
C6 -1.11411 -3.65264 0.50047  -0.011
C7 0.14601 -0.24467 -0.49758  -0.089
C8 0.11522 0.50470 -1.71319  0.020
C9 0.79884 1.70826 -1.90727  0.029
N2 1.54673 2.14934 -0.85391  -0.058
C10 1.78312 1.41185 0.23481  -0.027
C11 1.13130 0.20251 0.41210  0.025
C12 2.18093 3.49074 -0.88359  -0.043
H1 -3.15326 -5.32212 0.72294  0.115
H2 -2.45633 -5.76241 -0.95928  0.117
H3 -3.92115 -4.76401 -0.76140  0.098
H4 -3.43989 -3.00595 -1.72169  0.143
H5 -2.34198 -0.82004 -1.69359  0.131
H6 0.50083 -2.47811 1.15952  0.139
H7 -0.89561 -4.39529 1.25355  0.155
H8 -0.58907 0.38734 -2.52350  0.110
H9 0.59525 2.39316 -2.71713  0.145
H10 2.42834 1.89716 0.95213  0.047
H11 1.42897 -0.34339 1.29514  0.102
H12 1.76192 4.22410 -1.57258  0.107
H13 3.25837 3.38472 -1.00996  0.073
H14 1.79044 3.91922 0.03945  0.018
Br1 0.93683 1.89035 3.58802  -0.232
Br2 4.25701 3.99318 1.69458  -0.217
Br3 2.61238 6.42378 4.84955  -0.187
Br4 -0.39764 5.64679 1.67519  -0.415

=====

[3]
Formula: C12H14BrN3OS
Source: OMol25
Level of theory: ωB97M-V with the def2-TZVPD basis set

Calculated values
HOMO ... -8.23 eV
E ... -3677.3795 hartree
LUMO ... 0.6 eV
Structure (SMILES) ... CCc1nc(SCc2ccc(OC)c(Br)c2)n[nH]1
Total charge ... 0
Relative energy (zero: lowest compared OMol25 entry of this formula, charge and spin) ... 17.2 kcal per mole
Kohn-Sham gap ... 8.851 eV

Each line ends with the Löwdin charge.
CARTESIAN COORDINATES (ANGSTROEM)
C1 -4.05099 -0.00511 -3.19474  -0.108
H1 -4.59462 0.25010 -4.10057  0.073
H2 -3.19257 -0.61150 -3.47754  0.073
H3 -4.70979 -0.59614 -2.56147  0.074
C2 -3.61054 1.26894 -2.48424  -0.171
C3 -2.87733 1.01800 -1.21804  -0.348
N1 -2.44385 1.94321 -0.39258  0.116
C4 -1.84826 1.24578 0.60229  -0.715
N2 -1.89132 -0.06198 0.43664  0.052
N3 -2.55040 -0.19812 -0.73375  0.059
H4 -2.72719 -1.11607 -1.10705  0.151
S1 -1.13931 2.04305 1.96265  0.964
C5 -0.36876 0.59820 2.80510  -0.405
C6 0.89995 0.19919 2.13076  -0.314
C7 0.96569 -0.93279 1.33277  -0.045
C8 2.13896 -1.28904 0.68799  -0.009
C9 3.28293 -0.51234 0.82673  -0.329
C10 3.20293 0.63127 1.62825  -0.584
C11 2.03840 0.98860 2.26898  -0.089
H5 2.00836 1.88355 2.87175  0.111
Br1 4.76640 1.68848 1.81900  0.782
O1 4.48542 -0.75821 0.25414  -0.140
C12 4.63229 -1.89606 -0.55715  -0.081
H6 4.44374 -2.81610 0.00528  0.097
H7 3.96872 -1.85662 -1.42688  0.097
H8 5.66775 -1.88383 -0.89274  0.095
H9 2.15604 -2.17740 0.07665  0.104
H10 0.08433 -1.54172 1.20734  0.100
H11 -1.10447 -0.20238 2.79290  0.072
H12 -0.19231 0.94357 3.82293  0.079
H13 -2.96340 1.86147 -3.13610  0.120
H14 -4.47682 1.89200 -2.24931  0.120

=====

[4]
Formula: C12H14ClN5O13SV
Source: OMol25
Level of theory: ωB97M-V with the def2-TZVPD basis set

Calculated values
HOMO (spin up / spin down) ... -1.44 / -3.48 eV
⟨S²⟩ ... 3.757
2S+1 ... 4
E ... -3520.1149 hartree
LUMO (spin up / spin down) ... 4.2 / 4.2 eV
Total charge ... -2
Relative energy (zero: lowest compared OMol25 entry of this formula, charge and spin) ... 0.1 kcal per mole
Kohn-Sham gap (spin up / spin down) ... 5.617 / 7.654 eV

Each line ends with the Löwdin charge.
CARTESIAN COORDINATES (ANGSTROEM)
V1 -0.50928 0.09998 -0.06994  0.765
C1 -3.94195 1.21026 -1.36197  0.014
C2 -3.00392 2.12675 -0.67046  -0.295
N1 -1.80095 1.80236 -0.24812  0.106
C3 -1.26157 2.90650 0.34698  -0.092
C4 -2.15560 3.93963 0.28781  -0.083
N2 -3.25249 3.41962 -0.36183  0.177
C5 -2.14209 5.34494 0.73177  -0.513
O1 -1.05073 5.75571 1.33135  0.098
O2 -3.10932 6.06051 0.53118  0.049
C6 0.11234 2.81486 0.93127  -0.533
O3 0.59762 3.84927 1.45135  0.020
O4 0.66383 1.69042 0.84450  -0.052
H1 -4.26651 0.43738 -0.65957  0.063
H2 -3.41403 0.70631 -2.17168  0.087
H3 -4.79886 1.75634 -1.75946  0.074
H4 -4.08569 3.94950 -0.55219  0.160
H5 -0.34633 4.98858 1.40104  0.056
O5 -2.33166 -2.85545 1.31748  -0.376
S1 -2.52098 -1.47831 0.86865  0.294
O6 -3.90345 -1.02775 0.97311  -0.369
O7 -1.58514 -0.54833 1.62986  -0.449
O8 -2.00331 -1.31069 -0.55116  -0.435
O9 1.38708 0.82854 -4.08027  -0.355
Cl1 0.42764 0.12000 -3.27486  0.673
O10 -0.89706 0.29826 -3.79547  -0.338
O11 0.49474 0.69689 -1.92003  -0.433
O12 0.76736 -1.27451 -3.20136  -0.343
N3 5.13132 -4.08048 -0.81826  0.153
C7 4.13571 -4.32372 0.09060  -0.499
O13 4.12568 -5.33059 0.77260  0.048
C8 3.07303 -3.27067 0.15561  -0.148
C9 3.33251 -1.93974 -0.15541  -0.011
C10 2.28694 -1.03763 -0.14282  -0.099
N4 1.03288 -1.39306 0.15010  0.015
C11 0.78229 -2.66474 0.48352  -0.054
C12 1.78051 -3.62726 0.50416  0.023
H6 5.77029 -4.83815 -0.98581  0.099
H7 4.97731 -3.41646 -1.55643  0.094
H8 4.33018 -1.59386 -0.39119  0.108
H9 2.43624 0.00638 -0.38670  0.116
H10 -0.24835 -2.90498 0.73076  0.092
H11 1.54610 -4.64893 0.76794  0.120
N5 0.86385 -0.25777 3.50579  0.022
H12 1.48730 -1.01075 3.23226  -0.014
H13 -0.05141 -0.51695 3.13558  -0.020
H14 1.13790 0.54176 2.93969  -0.014

=====

[5]
Formula: C12H14ClP
Source: OMol25
Level of theory: ωB97M-V with the def2-TZVPD basis set

Calculated values
HOMO ... -8.92 eV
E ... -1267.0857 hartree
LUMO ... 0.6 eV
Structure (SMILES) ... C#Cc1ccccc1.CC1(C)CP1Cl
Total charge ... 0
Relative energy (zero: lowest compared OMol25 entry of this formula, charge and spin) ... 4.2 kcal per mole
Kohn-Sham gap ... 9.543 eV

Each line ends with the Löwdin charge.
CARTESIAN COORDINATES (ANGSTROEM)
C1 -1.28155 -1.46794 -0.26143  -0.094
C2 -0.21916 -2.07587 -0.27506  0.104
C3 -5.16476 -0.05817 0.30656  -0.103
C4 -4.94174 -1.14171 -0.46028  -0.113
C5 -4.15964 0.77518 0.83816  -0.053
C6 -3.65046 -1.54957 -0.68207  -0.055
C7 -2.80936 0.40838 0.59739  0.008
C8 -2.57122 -0.80028 -0.18611  -0.226
C9 1.82623 1.18105 0.84438  -0.044
C10 4.42247 1.30238 0.44014  -0.112
C11 3.03926 0.20080 -1.35583  -0.373
C12 3.07609 0.60306 0.03512  -0.725
P1 3.18648 -1.21911 -0.24726  0.647
Cl1 5.22909 -1.69523 -0.23391  0.148
H1 -6.23933 0.22147 0.30719  0.116
H2 -5.72389 -1.71839 -1.03640  0.131
H3 -4.43466 1.67701 1.11101  0.047
H4 -3.23572 -2.30022 -1.34486  0.116
H5 -2.11646 1.01365 1.17295  0.102
H6 2.20436 1.37783 1.87464  0.087
H7 1.57349 2.08980 0.35112  0.063
H8 1.02601 0.48908 0.87376  0.028
H9 4.31793 2.34133 0.04232  0.095
H10 5.25826 0.82606 -0.02282  0.001
H11 4.59805 1.36444 1.50326  0.068
H12 0.69614 -2.57275 -0.36884  -0.036
H13 2.11258 0.32900 -1.92534  0.085
H14 3.98151 0.39873 -1.89779  0.085

=====

[6]
Formula: C12H14F2O12
Source: OMol25
Level of theory: ωB97M-V with the def2-TZVPD basis set

Calculated values
HOMO ... -10.50 eV
E ... -1568.2105 hartree
LUMO ... 0.1 eV
Structure (SMILES) ... O=C1OC[C@@H](F)O1.O=C1OC[C@@H](F)O1.O=C1OCCO1.O=C1OCCO1
Total charge ... 0
Kohn-Sham gap ... 10.595 eV

Each line ends with the Löwdin charge.
CARTESIAN COORDINATES (ANGSTROEM)
C1 -18.97496 37.42818 -18.89813  -0.157
C2 -18.57557 36.01310 -18.60718  -0.047
O1 -18.33946 36.09927 -17.13115  0.117
C3 -18.53864 37.29735 -16.76709  -0.673
O2 -18.44538 37.64965 -15.61525  0.134
O3 -18.80188 38.18939 -17.72191  0.097
H1 -20.04929 37.38474 -19.07709  0.128
H2 -18.51815 37.74492 -19.83573  0.134
H3 -17.58262 35.80695 -19.00675  0.133
H4 -19.38275 35.36120 -18.94124  0.134
C4 -15.13467 30.50183 -23.92431  -0.153
C5 -16.29609 29.58227 -23.70592  -0.123
O4 -16.14782 29.17083 -22.33873  0.057
C6 -15.26770 30.07943 -21.77583  -0.476
O5 -14.83732 30.16768 -20.59932  0.103
O6 -15.02635 31.08629 -22.64939  0.047
H5 -15.21541 31.33138 -24.62676  0.140
H6 -14.20849 29.99144 -24.18850  0.134
H7 -16.48156 28.82583 -24.46848  0.138
H8 -17.17501 30.22362 -23.64063  0.133
C7 -14.40391 44.78825 -17.51753  -0.004
C8 -14.20932 46.14697 -16.84042  -0.358
O7 -12.86562 46.23394 -16.55131  0.195
C9 -12.30665 45.12006 -16.73777  -0.623
O8 -11.09982 44.96065 -16.60976  0.145
O9 -13.23778 44.18131 -16.90065  0.070
F1 -14.85295 46.34897 -15.70096  0.120
H9 -14.14265 44.80171 -18.57568  0.143
H10 -15.36373 44.34589 -17.25078  0.148
H11 -14.55991 46.79161 -17.64642  0.165
C10 -19.12834 37.99242 -28.16781  -0.041
C11 -19.81687 38.45326 -26.85943  -0.358
O10 -19.99438 37.38034 -26.04262  0.211
C12 -19.78465 36.34043 -26.75507  -0.561
O11 -19.97964 35.21465 -26.31042  0.137
O12 -19.24132 36.58861 -27.98975  0.072
F2 -20.94173 39.06055 -27.21809  0.099
H12 -18.09617 38.34172 -28.14113  0.131
H13 -19.56329 38.20999 -29.14330  0.144
H14 -19.14347 39.21021 -26.45735  0.166

=====

| no. | molecular weight (u) |
| --- | --- |
| 1 | 568.0 |
| 2 | 569.4 |
| 3 | 328.2 |
| 4 | 554.7 |
| 5 | 224.7 |
| 6 | 388.2 |